[1]
Entry from OMol25: a molecular structure, C43H65KN5PSbTe (ωB97M-V/def2-TZVPD).

XYZ file:
```
117
Properties=species:S:1:pos:R:3
K -0.362 -0.794 0.529
C -4.855 0.919 2.325
C -3.747 0.452 1.596
N -2.616 0.088 2.150
C -2.492 0.135 3.499
C -3.565 0.560 4.328
C -4.756 0.970 3.686
C -3.435 0.562 5.734
C -2.258 0.112 6.279
C -1.176 -0.291 5.492
C -1.213 -0.258 4.087
N -0.227 -0.594 3.249
C 1.072 -0.732 3.640
C 1.734 0.077 4.563
C 3.101 -0.063 4.843
C 3.866 -1.022 4.232
C 3.260 -1.867 3.274
C 3.986 -2.865 2.584
C 3.364 -3.637 1.649
C 1.999 -3.400 1.389
N 1.290 -2.495 2.010
C 1.885 -1.724 2.958
H -5.758 1.217 1.808
H -3.802 0.370 0.513
H -5.585 1.314 4.295
H -4.262 0.891 6.350
H -2.151 0.071 7.358
H -0.276 -0.635 5.982
H 1.171 0.855 5.065
H 3.555 0.609 5.563
H 4.920 -1.135 4.453
H 5.040 -2.993 2.807
H 3.894 -4.399 1.093
H 1.486 -3.979 0.625
C -4.486 1.731 -2.702
C -3.111 2.403 -2.617
C -2.337 2.176 -3.914
C -3.286 3.896 -2.363
N -2.294 1.901 -1.500
N -2.036 0.506 -1.476
H -5.075 2.171 -3.509
H -5.039 1.861 -1.767
H -4.405 0.663 -2.912
H -2.888 2.587 -4.762
H -2.172 1.112 -4.099
H -1.362 2.666 -3.858
H -3.869 4.357 -3.162
H -2.313 4.386 -2.307
H -3.811 4.070 -1.419
H -2.727 2.147 -0.616
H -1.315 0.288 -2.160
H -2.845 -0.051 -1.747
C -0.936 5.485 0.049
C -0.056 4.271 -0.228
Sb 0.050 2.741 1.321
C -1.448 3.529 2.673
C -1.073 3.324 4.140
C 1.729 3.611 2.378
C 1.675 5.119 2.587
H -0.955 6.164 -0.809
H -0.588 6.054 0.912
H -1.968 5.191 0.251
H 0.976 4.578 -0.423
H -0.410 3.746 -1.117
H -2.382 3.011 2.441
H -1.600 4.589 2.463
H -0.868 2.277 4.366
H -1.884 3.640 4.801
H -0.185 3.899 4.410
H 2.623 3.328 1.816
H 1.793 3.080 3.331
H 1.668 5.652 1.634
H 2.538 5.479 3.154
H 0.777 5.418 3.133
C 4.688 -3.334 -6.635
C 3.469 -3.104 -5.779
C 2.594 -2.060 -6.033
C 1.463 -1.835 -5.250
C 0.568 -0.678 -5.599
C 1.184 -2.678 -4.161
Te -0.465 -2.301 -2.880
C 2.055 -3.756 -3.911
C 1.801 -4.727 -2.792
C 3.175 -3.945 -4.714
H 4.817 -2.527 -7.357
H 4.612 -4.271 -7.192
H 5.594 -3.390 -6.028
H 2.794 -1.391 -6.866
H 0.934 -0.157 -6.486
H 0.506 0.032 -4.773
H -0.453 -1.021 -5.777
H 1.734 -4.213 -1.833
H 2.592 -5.479 -2.744
H 0.840 -5.226 -2.930
H 3.840 -4.777 -4.497
C 2.512 2.091 -3.293
C 1.614 1.433 -2.251
P 2.408 0.292 -1.033
C 3.696 1.406 -0.295
C 4.162 0.911 1.075
C 3.399 -0.762 -2.179
C 3.953 -2.016 -1.509
H 1.937 2.752 -3.945
H 2.994 1.345 -3.926
H 3.296 2.691 -2.824
H 0.840 0.830 -2.738
H 1.085 2.192 -1.668
H 3.230 2.394 -0.189
H 4.542 1.529 -0.978
H 3.322 0.840 1.771
H 4.909 1.578 1.513
H 4.604 -0.085 1.009
H 4.204 -0.177 -2.632
H 2.716 -1.059 -2.978
H 4.625 -1.778 -0.681
H 4.497 -2.630 -2.230
H 3.134 -2.615 -1.109
```

* net charge: -1

[2]
Entry from OMol25: a molecular structure, C43H65NO6PS2SeW in a non-equilibrium geometry (ωB97M-V/def2-TZVPD).

XYZ file:
```
120
Properties=species:S:1:pos:R:3
W 0.013 -0.838 -0.307
C -2.260 4.902 -4.427
C -2.373 5.234 -2.928
C -3.773 5.788 -2.655
C -1.325 6.294 -2.552
C -2.098 3.968 -2.113
C -0.970 3.193 -2.402
C -0.770 2.036 -1.699
Se 0.788 0.992 -2.016
C 1.969 1.796 -0.756
C 2.845 2.767 -1.166
C 3.679 3.346 -0.211
C 3.530 2.921 1.111
C 2.631 1.944 1.558
C 1.881 1.354 0.551
O 0.983 0.277 0.734
C 2.477 1.625 3.047
C 3.402 2.465 3.927
C 1.023 1.912 3.454
C 2.796 0.153 3.276
C 4.750 4.364 -0.592
C 4.764 5.536 0.399
C 6.110 3.638 -0.543
C 4.528 4.912 -2.003
C -1.659 1.586 -0.731
O -1.403 0.285 -0.246
C -2.728 2.362 -0.321
C -2.906 3.545 -1.061
C -3.645 2.014 0.865
C -4.494 0.795 0.491
C -4.583 3.169 1.224
C -2.780 1.722 2.103
H -2.567 5.768 -5.016
H -1.235 4.659 -4.723
H -2.909 4.065 -4.700
H -3.953 6.640 -3.313
H -4.551 5.046 -2.855
H -3.884 6.149 -1.628
H -1.468 7.190 -3.162
H -1.414 6.583 -1.501
H -0.306 5.933 -2.724
H -0.255 3.510 -3.154
H 2.871 3.086 -2.201
H 4.157 3.386 1.855
H 3.227 3.536 3.803
H 3.205 2.224 4.972
H 4.458 2.256 3.735
H 0.783 2.969 3.317
H 0.307 1.327 2.871
H 0.879 1.669 4.509
H 3.809 -0.093 2.941
H 2.720 -0.085 4.340
H 2.088 -0.463 2.728
H 5.027 5.228 1.413
H 5.515 6.262 0.083
H 3.796 6.044 0.430
H 6.338 3.285 0.467
H 6.125 2.778 -1.219
H 6.904 4.322 -0.847
H 3.535 5.358 -2.116
H 5.262 5.692 -2.205
H 4.663 4.143 -2.771
H -3.738 4.174 -0.784
H -5.167 1.032 -0.336
H -3.877 -0.045 0.176
H -5.107 0.484 1.343
H -5.317 3.369 0.439
H -5.140 2.899 2.124
H -4.036 4.090 1.440
H -2.009 0.977 1.921
H -2.285 2.634 2.448
H -3.413 1.362 2.918
C -3.974 -1.859 -1.518
C -3.215 -2.948 -0.747
P -1.837 -2.583 0.379
C -1.114 -4.226 0.671
C -2.103 -5.402 0.660
C -2.422 -1.958 1.975
C -3.137 -2.981 2.859
H -4.399 -2.304 -2.417
H -3.345 -1.032 -1.827
H -4.802 -1.468 -0.930
H -2.761 -3.659 -1.440
H -3.907 -3.517 -0.123
H -0.603 -4.158 1.627
H -0.351 -4.373 -0.092
H -2.980 -5.236 1.280
H -1.593 -6.284 1.048
H -2.437 -5.644 -0.347
H -3.075 -1.110 1.764
H -1.550 -1.546 2.488
H -4.037 -3.373 2.384
H -3.446 -2.483 3.779
H -2.497 -3.819 3.136
C 1.634 -3.010 3.276
S 2.208 -2.819 1.606
C 2.401 -4.542 1.232
O 0.955 -2.332 0.826
H 2.525 -3.195 3.884
H 0.951 -3.856 3.339
H 1.165 -2.085 3.595
H 3.302 -4.831 1.783
H 2.577 -4.658 0.169
H 1.540 -5.111 1.574
O -1.191 -1.045 -2.708
C -0.223 -1.764 -2.924
N 0.363 -2.341 -1.820
S 2.006 -2.452 -2.093
O 2.423 -1.261 -1.328
O 2.615 -3.686 -1.743
C 1.900 -2.210 -3.817
C 2.899 -2.341 -4.758
C 2.531 -2.107 -6.079
C 1.225 -1.757 -6.423
C 0.232 -1.623 -5.456
C 0.584 -1.871 -4.146
H 3.915 -2.611 -4.495
H 3.280 -2.199 -6.855
H 0.979 -1.595 -7.464
H -0.784 -1.356 -5.716
```

* net charge: +3

[3]
Entry from OMol25: a molecular structure, C43H66N3O2P2PtSi (ωB97M-V/def2-TZVPD).

XYZ file:
```
118
Properties=species:S:1:pos:R:3
Pt -0.688 0.577 0.684
C 2.707 0.593 0.468
P 1.284 -0.449 -0.033
C 1.660 -1.893 1.058
N 2.512 -2.796 0.678
C 2.764 -3.820 1.543
C 3.560 -4.907 1.122
C 3.788 -5.952 1.972
C 3.254 -5.943 3.280
C 2.499 -4.891 3.714
C 2.233 -3.814 2.843
N 1.450 -2.785 3.269
C 1.112 -1.890 2.389
P 0.058 -0.474 2.907
C 1.237 0.219 4.137
C -1.340 -1.071 3.989
C -1.832 0.188 4.719
C -2.449 -1.583 3.077
C -0.970 -2.154 4.999
C 1.710 -0.894 -1.798
C 3.044 -1.616 -2.006
C 0.571 -1.715 -2.376
C 1.763 0.434 -2.553
H 3.652 0.090 0.257
H 2.633 0.777 1.540
H 2.667 1.562 -0.027
H 3.938 -4.896 0.107
H 4.371 -6.802 1.640
H 3.435 -6.787 3.934
H 2.057 -4.863 4.702
H 1.516 -0.546 4.864
H 0.811 1.081 4.647
H 2.133 0.552 3.613
H -2.015 1.014 4.023
H -1.136 0.526 5.491
H -2.782 -0.046 5.207
H -2.705 -0.839 2.319
H -3.343 -1.787 3.677
H -2.137 -2.503 2.583
H -0.136 -1.861 5.642
H -0.723 -3.085 4.491
H -1.842 -2.331 5.640
H 3.033 -2.619 -1.593
H 3.884 -1.074 -1.567
H 3.221 -1.676 -3.086
H 0.374 -2.612 -1.790
H 0.818 -1.991 -3.407
H -0.340 -1.122 -2.393
H 2.636 1.035 -2.285
H 0.859 1.010 -2.368
H 1.810 0.224 -3.625
C -2.485 1.302 -2.505
Si -2.683 0.567 -0.748
C -3.639 -1.097 -1.162
C -2.861 -2.006 -2.119
C -3.962 -1.994 0.038
C -4.938 -0.716 -1.896
C -3.937 1.750 0.248
C -3.163 2.704 1.167
C -4.786 2.605 -0.705
C -4.905 1.005 1.179
H -3.176 2.120 -2.718
H -2.683 0.522 -3.248
H -1.480 1.672 -2.706
H -1.984 -2.419 -1.630
H -2.575 -1.517 -3.055
H -3.509 -2.853 -2.386
H -3.040 -2.405 0.450
H -4.570 -2.841 -0.307
H -4.515 -1.501 0.833
H -4.738 -0.166 -2.822
H -5.622 -0.117 -1.298
H -5.470 -1.636 -2.174
H -2.402 3.286 0.652
H -2.645 2.154 1.960
H -3.865 3.400 1.649
H -4.179 3.270 -1.319
H -5.472 3.235 -0.122
H -5.391 1.997 -1.383
H -4.373 0.433 1.942
H -5.582 0.327 0.665
H -5.522 1.747 1.705
C -1.403 5.067 -1.271
N -0.130 4.709 -1.849
C 0.741 5.855 -1.981
C 0.463 3.502 -1.278
C 0.715 3.482 0.215
C 1.552 4.479 0.729
C 1.754 4.650 2.087
C 1.076 3.813 2.961
C 0.300 2.783 2.452
C 0.140 2.527 1.081
H -1.833 5.902 -1.829
H -1.337 5.359 -0.210
H -2.087 4.224 -1.347
H 0.307 6.553 -2.702
H 1.717 5.540 -2.359
H 0.899 6.412 -1.043
H 1.393 3.341 -1.830
H -0.206 2.673 -1.495
H 2.063 5.139 0.038
H 2.411 5.429 2.455
H 1.162 3.945 4.034
H -0.208 2.138 3.160
O -0.900 -4.447 2.227
C -0.480 -4.333 1.058
O -0.493 -3.303 0.334
C 0.207 -5.571 0.468
C 0.219 -6.765 1.179
C 0.871 -7.883 0.676
C 1.528 -7.815 -0.546
C 1.524 -6.625 -1.262
C 0.866 -5.512 -0.756
H -0.284 -6.784 2.138
H 0.871 -8.809 1.239
H 2.040 -8.686 -0.940
H 2.038 -6.561 -2.215
H 0.862 -4.574 -1.296
```

* ⟨S²⟩: 2.007
* net charge: -1
* multiplicity: 3

[4]
Entry from OMol25: 11 unconnected molecules or ions with the total composition C43H66N7O7S3 in a non-equilibrium geometry (ωB97M-V/def2-TZVPD).

XYZ file:
```
126
Properties=species:S:1:pos:R:3
C 6.296 -2.107 -17.497
C 5.315 -2.885 -16.667
C 4.697 -3.998 -17.516
O 5.946 -3.435 -15.552
H 5.779 -1.662 -18.357
H 7.090 -2.754 -17.873
H 6.702 -1.246 -16.957
H 4.406 -2.294 -16.427
H 5.440 -4.713 -17.872
H 4.217 -3.502 -18.375
H 3.830 -4.483 -17.063
C 2.321 -8.708 -18.957
C 3.091 -7.409 -18.790
C 3.055 -6.544 -20.084
S 2.159 -7.577 -21.304
O 2.935 -7.477 -22.508
O 0.719 -7.358 -21.273
C 2.468 -9.162 -20.406
H 1.250 -8.474 -18.916
H 2.547 -9.441 -18.188
H 4.153 -7.603 -18.628
H 2.699 -6.856 -17.937
H 4.041 -6.497 -20.534
H 2.550 -5.583 -20.067
H 3.531 -9.327 -20.621
H 1.916 -10.020 -20.772
C 2.323 1.455 -17.812
C 3.511 1.020 -16.956
C 4.818 1.240 -17.731
S 4.502 2.654 -18.876
O 4.637 2.266 -20.255
O 5.129 3.865 -18.352
C 2.748 2.803 -18.380
H 1.385 1.450 -17.263
H 2.169 0.771 -18.655
H 3.454 -0.010 -16.605
H 3.513 1.644 -16.056
H 4.859 0.339 -18.352
H 5.787 1.303 -17.247
H 2.147 3.317 -19.130
H 2.644 3.481 -17.526
C 10.503 0.602 -19.753
C 10.468 -0.006 -18.372
C 9.588 -1.281 -18.476
S 9.532 -1.747 -20.258
O 8.279 -1.374 -20.900
O 10.062 -3.095 -20.293
C 10.849 -0.548 -20.676
H 11.153 1.474 -19.855
H 9.535 1.019 -20.053
H 10.198 0.622 -17.524
H 11.482 -0.321 -18.103
H 8.630 -1.113 -17.991
H 10.044 -2.090 -17.908
H 10.964 -0.462 -21.756
H 11.756 -1.079 -20.375
N 3.952 -5.124 -14.331
C 3.473 -6.280 -14.879
C 2.316 -6.642 -14.234
C 2.181 -5.747 -13.117
C 3.171 -4.815 -13.245
H 4.738 -4.565 -14.678
H 3.828 -6.683 -15.815
H 1.689 -7.485 -14.474
H 1.459 -5.901 -12.332
H 3.449 -3.990 -12.608
N 8.743 -2.451 -15.249
C 8.798 -1.122 -14.922
C 10.081 -0.673 -14.983
C 10.876 -1.770 -15.348
C 10.031 -2.864 -15.472
H 7.882 -2.997 -15.176
H 7.851 -0.635 -14.731
H 10.488 0.326 -14.937
H 11.896 -1.894 -15.679
H 10.284 -3.829 -15.881
N 1.477 -3.514 -15.568
C 1.485 -2.596 -16.590
C 0.647 -1.569 -16.235
C 0.162 -1.812 -14.930
C 0.640 -3.059 -14.579
H 2.077 -4.324 -15.585
H 2.167 -2.687 -17.418
H 0.491 -0.684 -16.834
H -0.333 -1.159 -14.232
H 0.621 -3.470 -13.585
N 5.602 -1.954 -21.944
C 5.265 -1.791 -23.257
C 4.034 -2.413 -23.465
C 3.716 -3.061 -22.274
C 4.712 -2.799 -21.348
H 6.419 -1.523 -21.538
H 5.862 -1.158 -23.894
H 3.592 -2.410 -24.447
H 2.912 -3.772 -22.152
H 4.800 -3.087 -20.314
N 7.610 -5.551 -16.995
C 7.525 -6.654 -16.205
C 8.442 -7.580 -16.646
C 9.096 -7.014 -17.760
C 8.550 -5.776 -17.963
H 7.094 -4.694 -16.843
H 6.930 -6.648 -15.305
H 8.696 -8.512 -16.167
H 9.862 -7.536 -18.310
H 8.833 -4.992 -18.650
N 7.239 -4.454 -13.110
C 6.720 -4.400 -11.859
C 7.474 -5.178 -11.025
C 8.485 -5.767 -11.809
C 8.283 -5.328 -13.115
H 6.760 -4.156 -13.954
H 5.883 -3.754 -11.647
H 7.174 -5.415 -10.016
H 9.190 -6.550 -11.580
H 8.807 -5.604 -14.013
N 4.716 -1.502 -13.513
C 5.669 -1.232 -12.572
C 5.021 -0.483 -11.597
C 3.662 -0.474 -11.873
C 3.472 -1.079 -13.106
H 4.941 -2.032 -14.346
H 6.683 -1.561 -12.713
H 5.381 -0.086 -10.658
H 2.875 -0.101 -11.238
H 2.606 -1.259 -13.722
```

* net charge: -1

| no. | E_tot (Ha) |
| --- | --- |
| 1 | -3400.95187 |
| 2 | -5789.06854 |
| 3 | -3084.45777 |
| 4 | -3782.59575 |